Record 1
Below is a 2-piece molecular cluster, C6H10N2O overall at a distorted geometry, with properties calculated with ωB97M-V/def2-TZVPD.

Each line ends with the Löwdin charge.
CARTESIAN COORDINATES (ANGSTROEM)
O: 2.6735 2.4594 -0.1189  -0.023
N: -0.8079 -0.6770 -0.8002  0.051
N: 0.2270 -1.2659 -0.3572  0.005
C: 2.0153 1.4955 -0.4331  -0.076
C: -2.7739 0.6560 -0.7716  -0.050
C: 2.5042 -2.1387 0.2092  -0.089
C: 1.4240 -1.2633 -0.2089  -0.132
C: -1.0730 0.7983 1.1522  -0.040
C: -1.5057 0.1899 -0.1422  -0.383
H: -3.4326 -0.1811 -0.9935  0.079
H: -1.6283 0.3787 1.9918  0.087
H: -0.0112 0.6305 1.3217  0.053
H: -2.5551 1.1411 -1.7240  0.082
H: -3.2877 1.3600 -0.1237  0.072
H: 2.9644 -2.5896 -0.6711  0.081
H: 3.2633 -1.5525 0.7279  0.073
H: 1.1076 1.6265 -1.0566  0.049
H: -1.2603 1.8704 1.1283  0.084
H: 2.1563 -2.9383 0.8701  0.079

* calculated total energy: -11406.1585 eV
* HOMO (alpha / beta): -8.007 / -6.447 eV
* net charge: 0
* Kohn-Sham gap (alpha / beta): 8.398 / 6.592 eV
* energy relative to the best compared isomer or geometry (same formula, charge and spin): 136.7 kcal per mole

Record 2
Below is one molecule with the formula C6H10N2O at a distorted geometry, with properties calculated with ωB97M-V/def2-TZVPD.

Each line ends with the Löwdin charge.
CARTESIAN COORDINATES (ANGSTROEM)
O: -2.6808 0.1620 -0.9108  -0.088
N: 1.7092 -0.1017 0.2323  -0.184
N: 2.6421 -1.0514 0.5672  0.014
C: -0.6989 0.2702 -0.2606  -0.384
C: 0.3609 -0.7479 -0.5681  0.034
C: 1.1933 0.9765 0.9383  -0.104
C: -0.1238 1.2052 0.8015  -0.002
C: -1.4982 0.7959 -1.4830  -0.055
C: -1.9539 -0.4464 0.1089  -0.185
H: 3.4792 -0.7336 0.9884  0.061
H: -2.0531 -1.6267 -0.0652  0.164
H: -1.5543 1.8992 -1.5255  0.134
H: -2.2756 -0.2713 1.0570  0.084
H: 1.7851 1.5368 1.5367  0.078
H: 0.7330 -0.8828 -1.4863  0.070
H: -0.6212 2.0412 1.1559  0.081
H: 2.3105 -1.6227 1.3630  0.085
H: -1.1277 0.3400 -2.3215  0.087
H: 0.3742 -1.7424 -0.1285  0.110

* calculated total energy: -11407.0777 eV
* structure (SMILES): NN1C=CC2(COC2)C1
* HOMO: -7.678 eV
* net charge: 0
* Kohn-Sham gap: 8.598 eV
* energy relative to the best compared isomer or geometry (same formula, charge and spin): 115.5 kcal per mole

Record 3
Below is C6H10N2O as an isolated structure at a distorted geometry, with properties calculated with ωB97M-V/def2-TZVPD.

Each line ends with the Löwdin charge.
CARTESIAN COORDINATES (ANGSTROEM)
O: -1.4208 1.0833 -0.0608  0.023
N: 0.5039 -2.0174 -0.1168  0.062
N: 1.3911 1.9951 1.7360  0.235
C: 0.9906 0.9248 1.3779  -0.134
C: 0.0885 -0.7777 0.0863  -0.527
C: 1.3135 0.4713 -0.7778  -0.045
C: 0.3126 -0.3254 1.5622  -0.094
C: -2.0819 -0.9404 -1.1478  0.073
C: -1.2176 -0.2269 -0.4306  -0.373
H: 1.8226 2.6851 1.1231  0.107
H: 1.2224 1.5522 -0.9085  0.030
H: 2.3198 0.1284 -0.5331  0.054
H: 0.9852 -1.0527 2.0193  0.133
H: -3.0085 -0.5152 -1.5129  0.061
H: 1.0619 0.0875 -1.7651  0.054
H: -1.8762 -1.9764 -1.3637  0.058
H: 0.4980 -2.2381 -1.1128  0.033
H: -2.3047 1.3618 -0.3269  0.113
H: -0.6004 -0.2191 2.1518  0.136

* calculated total energy: -11406.3056 eV
* HOMO (alpha / beta): -7.392 / -7.389 eV
* net charge: 0
* Kohn-Sham gap (alpha / beta): 7.361 / 7.356 eV
* energy relative to the best compared isomer or geometry (same formula, charge and spin): 133.3 kcal per mole

Record 4
Below is a 2-piece molecular cluster, C6H10N2O overall at a distorted geometry, with properties calculated with ωB97M-V/def2-TZVPD.

Each line ends with the Löwdin charge.
CARTESIAN COORDINATES (ANGSTROEM)
O: -1.4784 3.2361 -1.4370  0.061
N: 0.5637 -4.9928 0.1180  -0.096
N: 1.2637 -5.7999 1.0150  -0.012
C: -1.3564 0.4446 -0.8527  0.023
C: 0.2159 3.9560 -0.0044  -0.096
C: 0.3636 -3.7933 0.5842  -0.092
C: -0.4731 1.3836 -0.4064  -0.114
C: -0.6413 2.8629 -0.6478  -0.414
C: 0.3549 5.1952 -0.5077  0.037
H: 1.3881 -6.6343 0.6560  -0.001
H: 0.7210 3.7010 0.9318  0.093
H: 0.9105 -5.8462 1.9676  0.091
H: -0.1160 5.5548 -1.4325  0.076
H: -2.4180 0.7405 -1.2635  0.102
H: 0.3977 1.1281 0.1955  0.088
H: 0.7953 -3.3722 1.5409  0.073
H: -0.1486 -2.9264 0.1312  0.036
H: -1.3476 -0.7325 -0.5918  0.089
H: 1.0047 5.8950 0.0035  0.056

* calculated total energy: -11407.4957 eV
* structure (SMILES): C=CC(=O)C=C.C=NN
* HOMO: -9.110 eV
* net charge: 0
* Kohn-Sham gap: 8.877 eV
* energy relative to the best compared isomer or geometry (same formula, charge and spin): 105.9 kcal per mole

What is the calculated total energy in the first record? -11406.1585 eV